Molecular formula: C36H36CoN3O3P
Method: DFT, ωB97M-V/def2-TZVPD

As for the frontier orbital gap (alpha / beta): 7.46 / 7.27 eV. Its net charge is +1. Its spin multiplicity is 5. As for the expectation value of S²: 6.03.

Geometry as XYZ:
```
80
C36H36CoN3O3P ωB97M-V/def2-TZVPD
C 1.993 -1.199 2.998
H 1.714 -4.159 -3.086
H -1.041 -0.840 4.258
H 0.504 -1.104 5.110
C 3.870 2.993 1.447
C -3.373 -1.782 0.611
H -4.754 3.424 1.208
C -0.291 -3.398 -3.032
H 2.897 -2.213 -2.297
H 4.424 3.300 3.497
H 2.476 -1.151 3.965
C 1.147 -3.418 -2.512
C 1.300 0.042 -2.988
C 2.440 2.499 3.314
H 1.298 -2.207 -4.853
N 1.303 -0.904 -2.118
C -2.330 1.516 -0.181
H 0.544 5.359 -2.893
H 0.774 -4.852 -0.933
O 2.484 -1.191 0.671
C 0.702 2.189 -1.669
H -0.751 -4.375 -2.883
C 2.874 2.576 0.573
C 1.448 2.073 2.443
C 3.652 2.962 2.817
C -6.132 -2.061 0.478
C -2.653 3.629 1.583
H 3.059 2.604 -0.493
C 1.196 -3.853 -1.049
H -7.207 -2.170 0.426
H 1.371 1.721 -4.962
H -0.893 -2.664 -2.497
C -0.126 -1.427 4.285
C 0.968 3.609 -4.066
C 1.013 1.505 -2.858
C 0.674 4.285 -2.892
C 0.624 -1.317 2.991
C -3.600 1.998 0.094
C -3.763 3.053 0.982
N -0.045 -1.341 1.804
H -0.525 3.615 1.782
C -5.497 -2.036 1.713
H 4.720 -1.754 2.695
C -5.389 -1.951 -0.693
H -3.615 -1.872 2.737
C 4.324 -0.916 2.117
H 3.018 -1.835 -4.620
H 0.585 -3.217 -0.397
H 0.512 1.697 2.843
C 1.904 -2.111 -2.743
H 1.068 4.146 -5.000
H -2.775 4.455 2.272
C 2.020 -1.711 -4.211
C -4.120 -1.897 1.783
H -5.885 -1.978 -1.654
H 2.214 -3.860 -0.656
H -4.461 1.540 -0.375
C 1.650 2.123 1.063
N -1.344 -1.548 1.907
C -4.013 -1.812 -0.627
H 4.466 -0.012 2.714
O -1.247 -1.502 -0.397
C -1.910 -1.604 0.669
C 0.541 3.572 -1.714
H 4.814 3.347 1.054
C -1.209 2.086 0.424
H -0.349 -3.178 -4.098
H -2.211 0.688 -0.869
Co 0.690 -0.975 -0.181
O 1.711 -0.298 -4.214
H -3.422 -1.730 -1.530
P 0.407 1.389 -0.044
H 4.862 -0.829 1.178
H 0.291 4.102 -0.803
H 2.265 2.469 4.382
C 1.137 2.238 -4.045
H -6.077 -2.126 2.622
C 2.863 -1.116 1.859
H -0.420 -2.464 4.458
C -1.379 3.150 1.306
```

Löwdin population analysis, charges in e, atoms 1 to 4:
1 C 0.01
2 H 0.15
3 H 0.08
4 H 0.08

=====

Molecular formula: C2H8N
Method: DFT, ωB97M-V/def2-TZVPD

As for the frontier orbital gap: 9.54 eV. Its net charge is +1. For the energy above the lowest of the compared OMol25 structures with the same formula, charge and spin, the calculation gives 1.643 eV.

Geometry as XYZ:
```
11
C2H8N ωB97M-V/def2-TZVPD
C -1.016 -0.527 0.372
H -2.733 -0.945 -0.899
H -0.692 0.092 1.207
H -0.456 -1.451 0.229
H 2.616 -0.233 -0.157
H -2.314 0.796 -0.478
H 1.057 0.182 -0.573
H 2.178 1.392 -0.336
C -2.139 -0.266 -0.303
H 1.619 0.495 0.963
N 1.880 0.465 -0.023
```

Löwdin population analysis, charges in e, atoms 1 to 4:
1 C -0.13
2 H 0.07
3 H 0.05
4 H 0.05

=====

Molecular formula: C4H11NO
Method: DFT, ωB97M-V/def2-TZVPD

As for the frontier orbital gap: 10.81 eV. The SMILES is CC(N)=O.CC. For the energy above the lowest of the compared OMol25 structures with the same formula, charge and spin, the calculation gives 0.422 eV.

Geometry as XYZ:
```
17
C4H11NO ωB97M-V/def2-TZVPD
H 1.201 -0.041 -1.874
C -1.905 -0.397 1.739
C 2.904 0.472 -0.605
H 3.564 0.682 -1.447
H 3.561 -0.085 0.064
H 2.079 -1.423 -1.178
H -2.856 -0.903 1.857
O -0.769 1.059 0.233
C 1.717 -0.409 -0.999
H 1.102 -0.566 -0.133
H -2.385 0.478 -1.423
N -2.664 0.060 -0.546
H -1.084 -1.118 1.698
H 2.534 1.383 -0.149
H -1.669 0.203 2.615
H -3.617 0.272 -0.292
C -1.713 0.333 0.441
```

Löwdin population analysis, charges in e, atoms 1 to 4:
1 H 0.06
2 C -0.01
3 C -0.16
4 H 0.06

=====

Molecular formula: C20H36O5
Method: DFT, ωB97M-V/def2-TZVPD

As for the frontier orbital gap: 10.04 eV. The SMILES is C[C@@H]1CC[C@H]2[C@](C)(CO)[C@@H](O)CC[C@]2(C)[C@@]12CC[C@@](CO)(CCO)O2. For the energy above the lowest of the compared OMol25 structures with the same formula, charge and spin, the calculation gives 0.479 eV.

Geometry as XYZ:
```
61
C20H36O5 ωB97M-V/def2-TZVPD
C -1.837 -0.470 -1.533
C -1.972 2.590 0.519
C -4.758 0.122 0.453
C 2.184 1.449 -1.719
C -2.506 0.880 -1.279
C 1.533 -0.392 0.458
H 2.012 -1.710 2.104
H 4.969 -0.520 -0.249
C -2.324 1.115 0.225
C 1.442 -1.741 1.177
H -2.940 -2.699 -0.185
H -3.864 1.656 1.641
H 4.910 1.623 1.125
H -3.177 0.067 1.896
H 3.638 -0.575 2.279
H -5.705 1.787 0.115
H 1.783 -1.051 -2.581
C -0.829 -0.655 -0.376
H -2.578 -1.265 -1.516
H 4.710 1.518 -1.234
H -0.051 -3.048 1.995
O -5.453 1.009 -0.395
H -1.124 2.146 2.184
H 2.174 2.452 -2.152
C 1.087 -1.468 -1.860
C 3.577 0.364 1.726
H 0.272 1.703 -0.835
H -2.805 3.232 0.221
H 3.752 -0.898 -1.479
H 1.565 -2.324 -1.397
H -3.550 0.894 -1.573
H 1.038 0.337 1.111
C -3.537 0.750 1.125
C 3.941 -0.842 -0.412
H 2.907 1.045 2.275
H -2.752 -1.884 1.372
O 4.234 2.069 -0.602
O 4.886 0.862 1.728
C -2.282 -2.564 0.670
H 3.850 -1.840 0.006
H -1.357 -0.493 -2.507
O -1.750 2.817 1.884
H 2.444 2.210 0.266
C 0.666 -0.405 -0.833
H -2.180 -3.532 1.155
H 1.856 -2.544 0.566
H -4.481 -0.725 -0.175
C 2.992 0.122 0.306
C -0.004 -2.069 1.513
O -1.192 0.325 0.602
C -0.893 -2.067 0.270
H -5.431 -0.246 1.241
H -1.992 1.671 -1.827
H -0.491 -2.778 -0.456
H -1.088 2.887 -0.062
H -0.391 -1.328 2.215
H 0.232 0.977 -2.448
H 2.707 0.800 -2.424
C 0.756 0.981 -1.491
H 0.229 -1.831 -2.420
C 2.950 1.501 -0.402
```

Löwdin population analysis, charges in e, atoms 1 to 4:
1 C -0.06
2 C -0.19
3 C -0.26
4 C -0.11

=====

Molecular formula: C42H78N3O11PS5Si
Method: DFT, ωB97M-V/def2-TZVPD

As for the frontier orbital gap: 7.50 eV. The SMILES is CCP(CC)c1cccc2nc(CCO[Si](C)(C)C)c(CCCCCN)nc12.O=S1(=O)CCCC1.O=S1(=O)CCCC1.O=S1(=O)CCCC1.O=S1(=O)CCCC1.O=S1(=O)CCCC1.

Geometry as XYZ:
```
141
C42H78N3O11PS5Si ωB97M-V/def2-TZVPD
H -2.260 -9.950 4.270
H -1.405 -3.796 -3.841
C -1.550 -8.385 -1.212
H 2.713 11.294 -1.005
H -0.755 1.338 -2.799
C 3.777 0.991 1.273
H -5.348 -10.198 6.776
H 3.867 4.202 0.331
H -3.812 -8.338 6.328
C 4.110 9.699 -1.502
H 1.295 5.496 -1.660
O -1.302 -1.079 -2.193
C 7.288 1.140 0.261
H -4.462 -6.684 -0.599
C -2.415 8.738 4.460
C 1.121 3.392 -1.910
H 0.400 3.208 -2.699
H -1.735 6.016 0.691
H -2.518 -8.191 4.347
H -0.841 5.956 -1.424
H 4.573 8.787 1.926
H -0.804 3.207 1.284
H -2.430 6.658 5.060
C 5.303 5.014 1.747
H 1.133 -1.835 1.403
C 3.036 -1.171 2.101
C -4.775 -10.211 5.850
O -1.977 -7.876 1.332
H 3.761 9.159 -2.377
H -0.764 -4.990 -9.225
H -4.478 -11.243 5.653
C -3.529 -9.317 5.936
H -2.779 -9.733 6.607
C -2.971 -9.164 4.514
H -1.050 7.395 2.428
O -0.597 -6.345 -4.861
O -1.932 -5.942 -0.277
H -2.728 -10.120 -0.701
C 0.987 -4.899 -7.918
C 1.888 -1.066 1.365
H 3.172 8.101 1.058
C -2.657 -9.391 -1.511
C -3.975 -7.631 -0.378
H -2.816 0.280 -2.035
H -0.981 -7.123 -8.143
H -1.566 -4.836 -2.401
H -4.295 -1.882 -1.284
C 4.267 3.957 1.311
C -1.568 3.988 1.284
H 2.539 10.448 1.465
H -0.749 10.117 4.821
H -2.842 2.520 0.578
C -0.526 -4.984 -8.162
C -1.059 9.107 5.076
C 3.376 10.249 0.798
H -2.568 9.306 3.540
C 3.984 -0.122 2.054
H -3.232 8.987 5.137
H 5.337 5.846 1.055
C -0.950 1.264 -1.732
C -1.048 6.994 3.439
C -1.176 -3.899 -2.786
H -0.091 5.522 1.097
H -4.134 -2.547 -2.896
H -1.863 -3.910 0.332
O -4.677 -8.076 2.797
C 1.325 2.184 -1.026
C 6.184 2.140 -0.086
H 2.204 -5.476 -6.176
S 0.132 7.945 4.391
C -1.423 -2.960 0.049
H 6.864 0.173 0.518
P 5.055 2.301 1.360
S -4.375 -9.343 3.411
C 2.954 10.284 -0.677
H 8.030 1.068 -0.529
H -1.056 8.980 6.156
H 3.430 3.999 2.004
H 2.080 3.542 -2.403
H -4.128 -3.626 -1.530
H -1.697 -2.181 0.755
H -1.322 -7.771 -2.085
H 5.678 1.875 -1.014
H -6.070 -8.725 4.931
H 4.824 10.465 -1.798
H 4.142 11.007 0.981
H 1.341 4.595 -0.156
C 2.603 1.080 0.468
S 4.964 8.551 -0.412
H 1.386 -3.922 -8.186
H -0.101 -3.932 -2.622
H -6.331 -10.375 4.300
H -4.834 -9.215 -1.597
H -3.005 3.961 -0.201
O 1.024 8.639 3.495
C -3.788 -2.650 -1.868
C -2.382 7.238 4.136
C 1.661 0.050 0.531
H -3.219 6.940 3.507
H -2.462 -9.931 -2.436
H 0.858 -4.360 -5.814
S 0.090 -6.570 -6.106
C 0.835 4.677 -1.114
H -1.015 -4.114 -7.721
H -4.440 -8.091 0.491
H -2.039 -6.153 -7.089
H -0.748 5.950 3.430
H 7.803 1.501 1.148
H -0.348 -3.125 0.032
C 0.332 1.159 -0.943
H 5.163 5.325 2.777
H -3.961 -7.992 -2.512
O 0.638 7.121 5.457
H 1.502 -5.651 -8.519
C 3.955 8.858 1.034
H 6.291 4.554 1.717
H -1.791 4.281 2.309
C -5.593 -9.672 4.680
O 0.802 -7.798 -6.356
C -1.856 0.065 -1.558
N -2.823 3.521 0.689
H 2.059 9.673 -0.813
S -2.258 -7.314 0.036
Si -1.920 -2.556 -1.720
H -2.049 -0.126 -0.498
O -4.199 -10.537 2.622
O 4.743 7.203 -0.873
H -0.640 -8.837 -0.824
C -1.030 -6.262 -7.479
C -0.997 5.219 0.580
O 6.291 9.052 -0.165
N 0.502 0.106 -0.193
H 4.865 -0.195 2.675
N 2.439 2.161 -0.347
C -3.954 -8.574 -1.588
H -1.304 4.288 -1.374
H 3.245 -2.019 2.733
H 6.659 3.109 -0.227
H -1.514 2.125 -1.383
C -0.657 5.020 -0.901
C 1.186 -5.194 -6.434
```

Löwdin population analysis, charges in e, atoms 1 to 4:
1 H 0.11
2 H 0.02
3 C -0.22
4 H 0.11

=====

Molecular formula: C5H4DyO7
Method: DFT, ωB97M-V/def2-TZVPD

As for the frontier orbital gap (alpha / beta): 3.58 / 6.41 eV. For the energy above the lowest of the compared OMol25 structures with the same formula, charge and spin, the calculation gives 3.102 eV. Its spin multiplicity is 7. As for the expectation value of S²: 13.02.

Geometry as XYZ:
```
17
C5H4DyO7 ωB97M-V/def2-TZVPD
H 1.578 -0.694 2.740
O 1.264 0.584 1.167
C -0.487 0.060 2.533
O -0.447 -0.885 -3.983
Dy -2.807 -0.549 -3.114
C -0.237 0.327 -0.760
H 0.657 -1.393 1.371
O 0.718 -0.058 -1.495
O 1.808 -0.780 -4.083
O -0.956 0.901 1.502
H -0.313 0.645 3.452
C 0.824 -0.481 1.973
O 0.257 2.390 0.195
O -1.457 0.252 -1.084
C 0.706 -0.746 -3.684
H -1.220 -0.730 2.748
C 0.111 1.156 0.521
```

Löwdin population analysis, charges in e, atoms 1 to 4:
1 H 0.13
2 O -0.01
3 C -0.16
4 O -0.08

=====

Molecular formula: C3H11N2S
Method: DFT, ωB97M-V/def2-TZVPD

As for the frontier orbital gap: 9.33 eV. The SMILES is C[C@H](N)[C@@H]([NH3+])S. Its net charge is +1. For the energy above the lowest of the compared OMol25 structures with the same formula, charge and spin, the calculation gives 2.163 eV.

Geometry as XYZ:
```
17
C3H11N2S ωB97M-V/def2-TZVPD
S 1.926 -1.065 -0.157
H 2.078 1.747 0.175
N -0.828 -1.624 -0.748
C 0.759 0.165 -0.566
H 0.555 2.210 -0.082
H 1.029 1.299 1.337
H -0.338 -0.332 1.723
C -1.275 0.030 1.147
N 1.139 1.369 0.221
H -1.285 1.145 1.294
C -0.718 -0.235 -0.391
H 1.019 0.478 -1.633
H -1.333 0.260 -1.123
H 1.719 -1.670 -1.357
H -0.187 -2.183 -0.212
H -2.279 -0.468 1.327
H -1.717 -1.898 -0.452
```

Löwdin population analysis, charges in e, atoms 1 to 4:
1 S 0.86
2 H 0.15
3 N 0.02
4 C -0.68

=====

Molecular formula: C5H6N
Method: DFT, ωB97M-V/def2-TZVPD

As for the frontier orbital gap: 9.19 eV. Its net charge is +1. For the energy above the lowest of the compared OMol25 structures with the same formula, charge and spin, the calculation gives 6.081 eV.

Geometry as XYZ:
```
12
C5H6N ωB97M-V/def2-TZVPD
H 0.653 2.011 1.549
C 0.050 -1.090 -0.974
H -1.696 0.633 1.010
C -0.456 0.444 0.279
N 0.291 -0.807 0.286
H 2.104 -0.761 1.502
H 0.379 -1.887 -1.483
H -0.433 0.659 -1.981
C 1.251 -0.205 1.181
C -0.783 0.064 -1.261
C 0.611 0.998 1.137
H -1.973 -0.057 -1.245
```

Löwdin population analysis, charges in e, atoms 1 to 4:
1 H 0.13
2 C 0.10
3 H 0.27
4 C -0.20

=====

Molecular formula: C4H14N3
Method: DFT, ωB97M-V/def2-TZVPD

As for the frontier orbital gap (alpha / beta): 9.59 / 3.80 eV. Its net charge is +2. For the energy above the lowest of the compared OMol25 structures with the same formula, charge and spin, the calculation gives 4.697 eV. Its spin multiplicity is 2. As for the expectation value of S²: 0.76.

Geometry as XYZ:
```
21
C4H14N3 ωB97M-V/def2-TZVPD
H 2.093 -0.201 -1.311
N -1.776 -1.841 1.579
H -1.447 -2.194 2.440
N -0.176 -0.038 1.131
H 1.176 -1.719 1.281
H 1.293 0.276 -2.908
H 0.242 0.441 0.362
C 1.741 0.685 -1.996
H 0.370 -1.386 2.846
H -0.168 1.957 -2.090
H 2.752 1.200 -2.194
H 0.594 1.897 -0.632
N -2.161 -0.166 -0.044
H 1.212 2.837 -2.150
H -3.112 -0.300 -0.411
H 1.492 -0.196 2.208
C 0.774 1.843 -1.665
C 0.828 -0.903 1.876
H -1.637 0.747 -0.534
H -2.688 -2.164 1.360
C -1.403 -0.773 0.851
```

Löwdin population analysis, charges in e, atoms 1 to 4:
1 H 0.10
2 N 0.28
3 H 0.13
4 N 0.28

=====

Molecular formula: C18H51KN6O8PS
Method: DFT, ωB97M-V/def2-TZVPD

As for the frontier orbital gap: 1.37 eV. Its net charge is -1.

Geometry as XYZ:
```
86
C18H51KN6O8PS ωB97M-V/def2-TZVPD
C 21.642 3.306 33.332
N 17.186 0.949 23.016
N 15.547 5.111 30.211
H 14.855 6.416 27.284
H 27.124 6.884 21.925
H 27.823 5.814 24.800
N 26.230 6.765 25.899
H 22.882 6.973 23.083
C 22.693 7.501 24.018
O 24.226 5.069 25.298
N 20.427 2.480 33.252
H 24.696 9.223 23.500
H 22.182 8.441 23.807
C 21.800 3.926 34.697
O 14.944 -1.467 29.369
H 15.819 -1.153 21.402
H 16.260 4.397 30.249
H 15.256 7.291 31.595
K 20.242 1.728 27.343
C 16.277 7.177 31.230
H 27.349 5.129 26.241
H 17.271 0.123 23.591
O 16.876 5.721 27.641
H 16.750 6.723 32.101
H 23.574 0.418 31.382
H 24.745 4.248 22.802
H 23.601 1.166 29.732
H 22.020 6.981 24.699
C 27.510 6.113 25.800
O 16.829 -0.182 30.093
H 20.426 1.993 32.367
H 24.617 1.782 30.896
H 22.064 3.113 35.373
C 16.034 6.414 29.898
H 22.563 4.696 34.812
H 27.049 7.598 23.473
O 22.632 2.166 31.366
C 17.011 1.369 20.593
H 17.209 -1.742 22.307
H 23.785 2.912 32.777
H 25.617 5.252 21.551
H 26.793 7.883 27.558
H 16.930 1.031 17.247
H 24.012 5.710 21.949
H 23.021 1.554 33.360
H 25.319 9.257 25.134
H 15.123 6.781 29.425
H 18.177 1.927 18.020
H 16.792 8.126 31.081
H 18.612 0.325 21.561
S 16.391 -1.400 29.431
H 21.535 4.143 32.642
H 17.685 7.352 28.810
H 26.213 6.314 27.942
C 17.533 0.405 21.690
H 17.344 -1.422 20.713
H 23.628 9.781 24.791
C 22.795 2.456 32.791
H 25.834 7.981 22.215
H 20.575 1.706 33.884
N 25.531 6.147 23.335
N 23.939 7.699 24.750
H 17.761 2.160 20.622
O 16.920 0.783 19.260
H 16.187 1.066 23.102
H 25.032 7.505 27.424
C 24.421 9.074 24.544
C 16.878 -0.985 21.596
H 20.897 4.281 35.193
H 16.128 7.339 26.584
C 24.899 5.237 22.370
C 17.155 1.574 18.164
H 15.497 5.821 25.940
H 16.055 1.801 20.890
C 26.048 7.146 27.258
H 28.414 6.580 26.192
H 16.446 2.402 18.171
C 15.848 6.318 26.845
C 26.410 7.188 22.690
P 24.917 6.304 24.906
O 17.029 -1.600 28.114
H 17.997 5.769 29.358
C 17.223 6.366 28.876
H 15.010 4.865 29.392
O 16.655 -2.605 30.214
C 23.623 1.343 30.808
```

Löwdin population analysis, charges in e, atoms 1 to 4:
1 C -0.44
2 N 0.02
3 N 0.04
4 H 0.07